This record from OMol25 describes a structure of composition C27H48OP2Ti. The level of theory is the ωB97M-V functional and the def2-TZVPD basis.

Each line ends with the Löwdin charge.
CARTESIAN COORDINATES (ANGSTROEM)
P 0.53318 -3.06689 -0.39131  0.8083
P -0.28133 2.93458 0.11772  0.9177
C -0.44783 0.72787 -1.60977  -0.2375
C 0.39084 1.91144 -1.31224  -0.4710
H -1.53419 0.73494 -1.71855  0.0958
H 0.07526 -0.17456 -1.98952  0.0258
H 1.42992 1.59275 -1.11263  0.0882
H 0.45178 2.63354 -2.12566  0.0805
C -1.87063 3.29007 -0.75580  -0.2581
H -2.45754 3.91070 -0.07629  0.0500
H -2.38829 2.33524 -0.92999  0.0364
H -1.69466 3.80236 -1.69871  0.0503
C 0.90789 4.31021 -0.25044  -0.2665
H 0.67054 4.78200 -1.20871  0.0532
H 1.91670 3.88310 -0.27306  0.0454
H 0.80450 5.02781 0.56871  0.0461
C -0.61987 -4.19020 -1.23203  -0.2393
H -0.76638 -5.06022 -0.58973  0.0645
H -0.21819 -4.52213 -2.19632  0.0626
H -1.57531 -3.68229 -1.37560  0.0499
C 2.15636 -3.53728 -1.10993  -0.2260
H 2.70702 -2.62784 -1.39419  0.0458
H 2.01497 -4.12672 -2.00946  0.0549
H 2.76836 -4.09369 -0.40342  0.0653
Ti 0.13627 -0.56885 -0.07482  0.9545
C 0.54659 1.04231 -4.07697  -0.0824
C -0.79692 1.16050 -3.86855  -0.1301
C -1.82858 0.33161 -4.59423  -0.1361
C -1.33681 -1.11449 -4.94467  -0.1545
C -0.60158 -1.77508 -3.80322  -0.0987
C 0.72816 -1.74140 -3.67137  -0.1369
C 1.62599 -1.12215 -4.71512  -0.1359
C 1.16429 0.30855 -5.19067  -0.1574
C 0.12541 -3.45984 1.33109  -0.2352
H 1.26689 1.59807 -3.50204  0.1078
H -1.23537 2.05868 -3.43215  0.1175
H -2.14495 0.86657 -5.51732  0.1424
H -2.76119 0.24358 -4.00457  0.1212
H -2.21587 -1.70533 -5.28777  0.1337
H -0.71824 -1.03503 -5.86078  0.1043
H -1.22711 -2.40320 -3.17969  0.0888
H 1.23136 -2.35759 -2.94158  0.0388
H 1.72367 -1.76865 -5.61934  0.1410
H 2.64771 -1.01398 -4.31177  0.1141
H 2.04170 0.87784 -5.54101  0.1334
H 0.53789 0.21605 -6.09598  0.1167
H 0.00535 -2.56444 1.95890  0.0256
H 0.82944 -4.10917 1.83063  0.0669
H -0.83173 -4.00979 1.35054  0.0716
C 2.19663 -0.07324 1.11887  -0.0814
C 2.43582 0.43754 2.56418  -0.3289
C 2.91222 1.90496 2.62831  -0.0378
C 1.28031 0.27144 3.51853  -0.1408
C 1.63044 0.42958 4.86556  -0.0426
C 0.65243 0.48011 5.83636  -0.0393
C -0.69267 0.42776 5.44674  -0.0164
C -1.04627 0.37304 4.10528  -0.1285
C -2.53120 0.47693 3.79949  -0.3932
C -3.14596 -0.89215 3.93951  -0.0602
C -3.25330 1.46690 4.73754  -0.0682
C -0.06842 0.13171 3.09228  -0.2290
O -0.42861 -0.22387 1.83011  -0.2393
H 1.49646 0.69393 0.65683  0.0370
H 1.82518 -1.13156 1.17422  0.0691
H 3.12629 -0.06994 0.55896  0.1110
H 3.28676 -0.13492 2.96767  0.1516
H 2.12999 2.61247 2.32369  0.0753
H 3.18641 2.18776 3.65598  0.0926
H 3.80858 2.08221 2.01584  0.0913
H 2.68809 0.47992 5.16229  0.1326
H 0.91592 0.53580 6.88400  0.1161
H -1.45529 0.48663 6.24724  0.1276
H -2.63135 0.87228 2.77245  0.1309
H -3.04689 -1.22080 4.98819  0.0997
H -4.19851 -0.85615 3.67669  0.0857
H -2.60997 -1.61688 3.32033  0.0712
H -2.74701 2.44934 4.81588  0.0959
H -4.27289 1.62970 4.37803  0.0837
H -3.32871 1.03989 5.75833  0.0806

Cartesian forces (eV/Å) of the 3 atoms listed first:
P -0.749 -0.104 -0.617
P 0.508 -0.497 -0.260
C 0.060 -1.101 1.723

Results
Relative energy (zero: lowest compared OMol25 entry of this formula, charge and spin)   0.000 eV
HOMO energy (alpha / beta)   -13.2 / -13.2 eV
Frontier orbital gap (alpha / beta)   5.4 / 5.4 eV
Multiplicity   1
Net charge   +2

This record from OMol25 describes a cluster of 7 separate species, C44H40N7O15 in total. The level of theory is the ωB97M-V functional and the def2-TZVPD basis.

Each line ends with the Löwdin charge.
CARTESIAN COORDINATES (ANGSTROEM)
C -2.28100 2.67902 1.91446  -0.0774
O -1.20998 3.16988 2.75035  -0.1804
C -0.57799 2.05606 3.37951  -0.1794
C 0.96844 2.21814 3.53942  -0.0188
C 1.87533 2.00277 2.40236  0.0764
N 3.24914 2.12258 2.56297  0.0939
C 3.83924 2.45144 3.76695  0.0088
C 3.04545 2.69652 4.98171  0.0652
C 1.58762 2.58096 4.84390  0.0083
C 0.65448 2.85528 6.09602  -0.4429
O 0.13865 1.97496 6.71785  0.1576
O 0.46846 4.19039 6.39616  0.1285
H -3.00216 2.02597 2.49226  0.1126
H -2.85723 3.52668 1.46031  0.0742
H -1.85508 2.06862 1.06360  0.1029
H -1.04926 1.85196 4.38699  0.1423
H -0.73952 1.16477 2.69782  0.1214
H 1.49398 1.73691 1.38159  0.1631
H 3.80824 1.97352 1.71094  0.1571
H 4.94637 2.56616 3.87689  0.1482
H 3.55647 2.97233 5.93844  0.1423
H 0.72859 4.71878 5.61200  0.1347
C 2.04652 -2.49042 6.35286  -0.0622
C 1.91612 -3.43221 5.33690  -0.0583
C 0.89358 -3.31207 4.40594  0.0045
C 0.01155 -2.24375 4.50422  -0.1563
C 0.12871 -1.30680 5.51466  -0.0078
C 1.15177 -1.42957 6.44356  -0.0600
N -1.05291 -2.08371 3.52006  -0.3477
O -1.14657 -2.91902 2.63879  0.0803
O -1.78519 -1.11324 3.63559  0.0516
H 2.85007 -2.58272 7.07512  0.1104
H 2.61465 -4.25754 5.26962  0.1116
H 0.79971 -4.04853 3.61792  0.1228
H -0.56179 -0.47612 5.58974  0.1074
H 1.25473 -0.69745 7.23563  0.1067
C 6.93663 -3.08617 0.36240  -0.0437
C 6.02918 -2.50159 1.23941  -0.0626
C 5.17824 -1.50184 0.79316  -0.0189
C 5.24188 -1.09805 -0.53601  -0.1494
C 6.15045 -1.67186 -1.41611  0.0035
C 7.00001 -2.66937 -0.96121  -0.0713
N 4.32907 -0.06054 -1.01986  -0.3399
O 3.54986 0.44237 -0.21296  0.0118
O 4.38648 0.24522 -2.19050  0.1072
H 7.59662 -3.87157 0.71273  0.1177
H 5.98441 -2.82947 2.27117  0.1090
H 4.47518 -1.05382 1.48390  0.1045
H 6.20608 -1.35681 -2.45022  0.1188
H 7.70870 -3.12472 -1.63707  0.1044
C -1.98212 6.01162 -4.10574  -0.0597
C -3.25292 5.47461 -3.93707  -0.0575
C -3.76862 5.29697 -2.66090  0.0012
C -3.00354 5.66531 -1.56119  -0.1497
C -1.72976 6.19602 -1.71988  -0.0077
C -1.21983 6.36793 -2.99932  -0.0630
N -3.55449 5.50264 -0.21284  -0.3539
O -4.66662 5.01635 -0.10822  0.0782
O -2.87012 5.86607 0.73065  0.0586
H -1.58487 6.15415 -5.10471  0.1049
H -3.84253 5.19758 -4.80285  0.1034
H -4.75957 4.87809 -2.54023  0.1204
H -1.12961 6.47975 -0.86465  0.1163
H -0.22874 6.78371 -3.13550  0.1089
C -6.12792 -3.25948 4.35156  -0.0678
C -6.57845 -3.53772 5.63682  -0.0625
C -5.68731 -3.97897 6.60537  0.0002
C -4.34750 -4.13336 6.27531  -0.1443
C -3.89063 -3.86528 4.99290  -0.0083
C -4.78652 -3.42687 4.02844  -0.0630
N -3.39594 -4.57499 7.30052  -0.3498
O -3.83085 -4.81973 8.41021  0.0842
O -2.22116 -4.66714 6.98258  0.0630
H -6.82534 -2.90955 3.59863  0.1086
H -7.62507 -3.40734 5.88433  0.1103
H -6.04772 -4.19286 7.60346  0.1212
H -2.84740 -3.98969 4.73126  0.1042
H -4.43892 -3.21166 3.02494  0.1083
C -5.62717 1.27773 -8.65120  -0.0689
C -4.64866 1.41244 -7.67347  -0.0678
C -3.92853 2.59422 -7.56936  -0.0084
C -4.20055 3.63552 -8.44734  -0.1475
C -5.17110 3.50723 -9.43195  0.0013
C -5.88529 2.32136 -9.53176  -0.0609
N -3.45954 4.89496 -8.32492  -0.3455
O -2.59992 4.96783 -7.46018  0.0526
O -3.74525 5.79700 -9.08813  0.0901
H -6.19200 0.35527 -8.72663  0.1095
H -4.44955 0.59577 -6.98992  0.1080
H -3.16835 2.68926 -6.80438  0.1160
H -5.38190 4.31546 -10.12069  0.1219
H -6.64681 2.21113 -10.29421  0.1114
C 3.53620 -4.25809 -6.82278  -0.0656
C 4.01175 -3.28292 -5.95412  -0.0626
C 4.79938 -3.64296 -4.87007  -0.0005
C 5.10790 -4.98230 -4.66855  -0.1404
C 4.63100 -5.96404 -5.52696  0.0029
C 3.84146 -5.59666 -6.60753  -0.0590
N 5.96035 -5.36511 -3.53905  -0.3255
O 6.34921 -4.47822 -2.79005  0.0416
O 6.23687 -6.54078 -3.41077  0.1001
H 2.92557 -3.97330 -7.67223  0.1104
H 3.77025 -2.24063 -6.12471  0.1100
H 5.16466 -2.87582 -4.19962  0.1049
H 4.86574 -7.00915 -5.36985  0.1224
H 3.46634 -6.35370 -7.28541  0.1120

Cartesian forces (eV/Å) of the 3 atoms listed first:
C -0.704 -0.319 -0.636
O 0.219 -0.631 -0.066
C 0.086 -0.696 -0.344

Results
Relative energy (zero: lowest compared OMol25 entry of this formula, charge and spin)   1.266 eV
HOMO energy   -11.4 eV
Frontier orbital gap   6.8 eV
Multiplicity   1
Net charge   +1

This record from OMol25 describes a structure of composition C22H50P2PtSi2. The level of theory is the ωB97M-V functional and the def2-TZVPD basis.

Each line ends with the Löwdin charge.
CARTESIAN COORDINATES (ANGSTROEM)
P 0.30343 3.06214 -1.45741  0.7062
P -1.05254 -2.32321 0.95326  0.8615
C -1.41364 0.33099 -0.23976  -0.3852
C -2.02979 -0.94458 0.29640  -0.4008
H -1.31756 0.18712 -1.34418  -0.0773
H -2.07792 1.20011 -0.11996  0.0415
H -2.81484 -0.71830 1.02199  0.0579
H -2.60541 -1.37930 -0.53655  0.0704
C -0.31861 -3.35273 -0.33564  -0.1837
H 0.11206 -4.25461 0.13294  0.0733
H 0.46108 -2.81973 -0.87844  0.0279
H -1.12524 -3.66281 -1.01118  0.0637
C -2.29223 -3.28322 1.81007  -0.1791
H -2.59621 -4.05892 1.12906  0.0544
H -3.12678 -2.66322 2.06914  0.0494
H -1.87170 -3.75089 2.73463  0.0762
C 2.03214 3.31861 -2.06392  -0.2645
H 2.63160 3.73213 -1.19369  0.0575
H 2.09273 3.99123 -2.91780  0.0393
H 2.50882 2.32858 -2.27767  0.0412
C -0.61233 4.22335 -0.53436  -0.2589
H -1.68461 3.89005 -0.38611  0.0750
H -0.61997 5.19971 -1.05946  0.0496
H -0.17085 4.35518 0.47167  0.0409
Pt 0.39688 0.86086 -1.23783  0.8098
C -2.06944 -0.44052 -2.99236  -0.1687
C -0.82697 -1.01166 -3.08198  -0.2059
C 0.05250 -0.87981 -4.24499  -0.2081
C 0.08379 0.63888 -4.68291  -0.2190
C 0.35932 1.51475 -3.45670  -0.3646
C -0.66791 2.46226 -2.93111  -0.5074
C -2.15245 2.18031 -3.24136  -0.1449
C -2.59496 0.72150 -3.73386  -0.1927
C 1.59511 1.92303 0.48686  -0.2771
H -2.86719 -0.91855 -2.40900  0.0921
H -0.64137 -1.88850 -2.51572  0.0513
H -0.28545 -1.45435 -5.14474  0.1192
H 1.07481 -1.15897 -3.98911  0.0964
H 0.97172 0.74761 -5.38162  0.1097
H -0.75576 0.90497 -5.33626  0.0804
H 1.28828 2.01620 -3.70701  0.0318
H -0.58658 3.46983 -3.27381  0.0550
H -2.41099 2.82173 -4.11802  0.1104
H -2.83650 2.48087 -2.40028  0.1045
H -3.71003 0.71306 -3.64854  0.1112
H -2.42224 0.68539 -4.83960  0.0986
H 1.56443 1.36864 1.46277  -0.0583
H 1.22321 2.92865 0.73657  -0.0484
H 2.64112 2.04008 0.20041  -0.0337
C 2.63573 -2.76815 3.21928  -0.1966
Si 2.22443 -1.53909 1.82948  0.5042
C 3.45637 -0.17189 2.35607  -0.1826
C 2.97508 -2.13355 0.20280  -0.1848
C 0.28578 -1.64367 1.98600  -0.4610
Si -0.44275 -0.32751 3.20828  0.4741
C 0.79581 0.67836 4.20885  -0.1817
C -1.67793 0.96364 2.63258  -0.1759
C -1.26121 -1.50951 4.40800  -0.1839
H 3.71335 -2.98037 3.17128  0.0372
H 2.08059 -3.69449 3.09458  0.0217
H 2.39617 -2.33106 4.19440  0.0319
H 4.45377 -0.64156 2.32915  0.0434
H 3.51246 0.70470 1.70979  0.0037
H 3.30929 0.17620 3.38780  0.0190
H 2.39023 -2.92815 -0.27324  0.0015
H 3.10918 -1.30854 -0.51367  0.0276
H 3.97002 -2.54083 0.44868  0.0368
H 0.29562 -2.57610 2.65139  0.0184
H 1.31052 1.47119 3.65364  0.0311
H 0.16252 1.15326 4.97546  0.0397
H 1.53657 0.05213 4.72564  0.0275
H -2.64203 0.53681 2.33223  0.0243
H -1.89020 1.63103 3.47482  0.0413
H -1.30187 1.57133 1.80469  0.0157
H -2.18873 -1.92693 4.02255  0.0111
H -0.57549 -2.32260 4.65570  0.0359
H -1.46820 -0.92857 5.32099  0.0421

Cartesian forces (eV/Å) of the 3 atoms listed first:
P -0.307 -3.645 -0.825
P 1.540 2.747 -0.859
C -0.013 -0.179 -0.497

Results
Relative energy (zero: lowest compared OMol25 entry of this formula, charge and spin)   6.489 eV
HOMO energy (alpha / beta)   -4.0 / -5.2 eV
Frontier orbital gap (alpha / beta)   4.3 / 5.5 eV
<S²>   2.0276
Multiplicity   3

This record from OMol25 describes a structure of composition C23H39Cl2N4O4Ti. The level of theory is the ωB97M-V functional and the def2-TZVPD basis.

Each line ends with the Löwdin charge.
CARTESIAN COORDINATES (ANGSTROEM)
O 0.01993 1.72141 -3.52923  -0.1568
C -0.43638 1.31794 -4.59334  -0.3478
C -0.10073 1.89482 -5.95205  -0.2483
C 1.05845 2.67880 -6.09180  -0.1003
H 1.78322 2.73006 -5.27504  0.0861
C 1.27506 3.42469 -7.25216  -0.1549
H 2.14832 4.07847 -7.33895  0.0773
C 0.35346 3.36802 -8.30769  -0.1913
H 0.48386 3.97972 -9.20121  0.0605
C -0.74934 2.50166 -8.21918  -0.1606
H -1.45508 2.43132 -9.04424  0.0721
C -0.95784 1.75061 -7.05791  -0.1106
H -1.79740 1.06353 -6.98194  0.0860
H -1.16286 0.47263 -4.59044  0.0718
C -2.24446 2.20114 -0.73859  -0.1634
C -1.83836 0.96685 -0.03892  -0.4065
H -2.88013 2.83720 -0.10069  0.0650
H -2.81855 1.96713 -1.64934  0.0868
H -1.36972 2.77789 -1.04637  0.0017
C -2.62860 0.17311 0.67850  -0.3214
C -4.05320 0.49307 1.07249  -0.1344
H -2.27442 -0.80407 1.03287  0.0557
H -4.55754 1.04620 0.26547  0.0635
H -4.09617 1.13729 1.96833  0.0569
H -4.62477 -0.42422 1.27632  0.0529
Ti 0.22473 0.13574 0.02419  0.3952
Cl 1.02181 2.20518 -0.47253  0.1362
Cl -0.64433 -0.85270 -1.86590  0.1821
H 3.75982 0.86704 -3.54850  0.0874
H 5.64734 0.63634 -2.49968  0.0862
C 3.04480 0.54496 -2.78413  -0.0209
C 5.20175 0.74942 -1.50380  -0.0452
N 3.81834 0.30209 -1.56087  -0.1585
H 2.53443 -0.36862 -3.11056  0.1044
C 3.27883 -0.36526 -0.53891  -0.2706
O 2.03508 -0.58810 -0.46708  -0.2137
H 5.74228 0.14245 -0.76320  0.0844
H 3.95656 -0.76344 0.23776  0.1304
H 2.29790 1.33118 -2.63165  0.0377
H 5.27109 1.81229 -1.22757  0.0975
H -1.49545 -5.05035 1.91646  0.0870
H -0.41618 -5.86016 -0.54104  0.0854
C -1.84373 -4.18624 1.33191  -0.0291
C -0.92365 -4.94057 -0.86798  -0.0438
N -0.95066 -3.94146 0.19938  -0.1659
H -1.88602 -3.29642 1.96768  0.0835
C -0.09144 -2.91269 0.15385  -0.3303
O -0.14298 -1.89330 0.90364  -0.1494
H -0.38807 -4.52128 -1.72734  0.0927
H 0.66363 -2.97203 -0.64220  0.1136
H -2.84570 -4.43394 0.95966  0.0902
H -1.94428 -5.21296 -1.16605  0.0921
C 3.00836 0.25527 2.72451  -0.0131
N 1.89721 -0.09077 3.59422  -0.0659
C 2.29438 -0.55476 4.90049  -0.1615
C 1.15930 -0.80539 5.85657  -0.1584
C -0.17898 -0.96733 5.19773  -0.1601
N -0.35005 -0.01353 4.12110  -0.0707
C -1.70148 0.41214 3.81237  -0.0131
C 0.63445 0.13840 3.20710  -0.3809
O 0.38669 0.49325 1.99441  -0.1295
H 2.77284 1.07951 2.03960  0.0965
H 3.29022 -0.62231 2.13491  0.0771
H 3.85593 0.53309 3.36078  0.0929
H 2.89410 -1.46106 4.75593  0.1274
H 2.96370 0.19310 5.34460  0.1227
H 1.11085 0.02287 6.56769  0.1168
H 1.36688 -1.71511 6.42538  0.1157
H -0.97855 -0.80358 5.92832  0.1246
H -0.27235 -1.99450 4.80320  0.1345
H -2.39701 -0.21373 4.38022  0.0921
H -1.84900 1.46800 4.09243  0.1056
H -1.91113 0.31212 2.74578  0.0487

Cartesian forces (eV/Å) of the 3 atoms listed first:
O 1.023 0.445 0.973
C -0.299 0.393 -3.199
C -0.669 -1.535 2.954

Results
Relative energy (zero: lowest compared OMol25 entry of this formula, charge and spin)   0.210 eV
HOMO energy (alpha / beta)   0.1 / -3.6 eV
Frontier orbital gap (alpha / beta)   1.5 / 5.3 eV
<S²>   2.0247
Multiplicity   3
Net charge   -1

Calculated max |F| (eV Å⁻¹), listed in the same order as above: 4.33, 3.21, 3.75, 3.83